No. 1
DFT (the ωB97M-V functional and the def2-TZVPD basis) results for a 5-piece molecular cluster, C3H18NO4 overall at a distorted geometry.

Geometry as XYZ:
```
26
C3H18NO4 the ωB97M-V functional and the def2-TZVPD basis
O -2.55237 -1.15705 -1.21160
O -1.26481 3.17786 -2.18572
O -4.98238 1.87297 -3.09134
O -0.16080 -0.13963 -0.24989
N 2.02601 -1.16423 0.90642
C 1.63975 -2.58327 1.03547
C 2.43892 1.04439 1.87639
C 2.12725 -0.41773 2.17326
H 2.50314 -3.13678 1.39663
H 3.20882 1.06569 1.13112
H 1.31740 -0.71340 0.28475
H 2.64048 1.60945 2.77684
H -1.04322 -0.36823 -0.60559
H -0.28252 0.68874 0.23011
H -1.04724 2.39294 -2.69596
H 0.90540 -2.70021 1.83293
H 1.28081 -0.60199 2.83139
H 1.34040 -3.07666 0.11719
H -5.79447 2.29955 -2.78591
H 2.90952 -1.10130 0.40912
H -2.84245 -0.83391 -2.07810
H 2.95885 -0.84713 2.72181
H -4.79756 1.11705 -2.53291
H -0.89333 3.90955 -2.68806
H -3.18107 -1.87778 -1.08128
H 1.54548 1.54110 1.48288
```

## Properties
Energy above the lowest of the compared OMol25 structures with the same formula, charge and spin ... 133.7 kJ/mol
HOMO ... -13.5 eV
Charge ... +1



No. 2
DFT (the ωB97M-V functional and the def2-TZVPD basis) results for an isolated ion of composition C10H13N2OS and charge +1 at a distorted geometry.

Geometry as XYZ:
```
27
C10H13N2OS the ωB97M-V functional and the def2-TZVPD basis
S 1.90347 2.54687 -0.31328
O 4.24532 1.43328 -0.05104
N 1.01718 -0.20706 0.51741
N -3.42610 1.07183 -0.69279
C 0.68143 -1.57309 1.01122
C 0.42328 -0.41786 -1.92958
C 2.47585 -0.11430 0.26658
C 0.13427 0.15302 -0.60034
C 3.05676 1.29756 -0.03289
C -3.52151 1.99995 0.23235
C -2.30354 0.46380 -0.93777
C -1.21356 1.75470 0.75425
C -1.08873 0.79161 -0.27447
C -2.42966 2.32447 1.04152
H 1.16443 -1.75409 1.97035
H -2.35495 -0.35315 -1.64332
H -0.39621 -1.67630 1.13546
H -0.47068 -0.85804 -2.37241
H -2.52559 3.08425 1.79863
H 0.74091 0.37064 -2.61822
H -0.32083 2.13976 1.23180
H 0.79827 0.46222 1.26917
H 1.20485 -1.17232 -1.90338
H -4.46828 2.51302 0.31900
H 3.00494 -0.47680 1.15153
H 1.02590 -2.31903 0.29744
H 2.76096 -0.75333 -0.57098
```

## Properties
Energy above the lowest of the compared OMol25 structures with the same formula, charge and spin ... 350.6 kJ/mol
HOMO (alpha / beta) ... -13.5 / -12.1 eV
Charge ... +1
Structure (SMILES) ... C/C(=C1/C=CC=[N+]=C1)[N@@H+](C)CC([O-])=S



No. 3
DFT (the ωB97M-V functional and the def2-TZVPD basis) results for C11H24ClN3O5TaTl as an isolated structure at a distorted geometry.

Geometry as XYZ:
```
46
C11H24ClN3O5TaTl the ωB97M-V functional and the def2-TZVPD basis
Tl -3.66166 0.35878 3.11879
Ta -0.27905 -0.18022 1.28060
Cl 0.10048 0.13514 4.06508
O 0.71559 -0.61073 5.08694
O 1.24658 0.01778 2.65477
O -3.87750 -2.16709 1.86172
O -0.05955 1.55020 4.26653
O -1.17391 -0.41827 3.55130
N -2.01354 -0.78467 1.27023
N 1.00207 -1.02123 -0.10457
N -0.10254 1.64386 0.36433
C -0.51905 -1.95923 -1.74757
C -0.52173 2.20453 -0.92836
C -1.86568 1.52806 -1.35407
C 1.82920 -2.74874 -1.75107
C -0.81074 3.70404 -1.03334
C 2.39661 -0.91798 0.27411
C 0.29289 -3.32032 0.09190
C -2.79564 -1.83932 1.25183
C 0.66094 2.60734 1.07950
C 0.51725 1.85189 -1.99953
C 0.69443 -2.23496 -0.88658
H -0.67459 -2.84923 -2.35545
H 0.07072 4.28413 -0.92263
H 0.01082 -4.19145 -0.50158
H -1.53553 4.08664 -0.32437
H 2.16672 -1.95935 -2.42819
H -2.00174 1.76977 -2.44432
H 0.65444 2.40371 2.14078
H 1.16106 -3.52226 0.72753
H 2.64197 -3.10953 -1.11547
H 2.81776 -1.87301 0.60272
H -1.94396 0.40637 -1.28326
H -2.74192 1.92087 -0.78831
H 1.41276 -3.57727 -2.32511
H -1.44940 -1.77958 -1.18258
H 0.11973 2.01799 -3.02381
H 1.73149 2.62132 0.79553
H -0.31611 -1.12224 -2.41743
H -0.54721 -2.98191 0.72385
H 2.89302 -0.54823 -0.61511
H -1.21644 4.00124 -2.00065
H 1.41018 2.43403 -1.76131
H 2.55822 -0.21719 1.07765
H 0.20358 3.59521 0.87926
H 0.79898 0.79109 -1.87031
```

## Properties
HOMO (alpha / beta) ... -14.7 / -14.7 eV
Charge ... +2



No. 4
DFT (the ωB97M-V functional and the def2-TZVPD basis) results for one molecule with the formula C6H13NO.

Geometry as XYZ:
```
21
C6H13NO the ωB97M-V functional and the def2-TZVPD basis
O -1.63125 -1.16126 -1.53354
N 0.59208 -1.45527 0.20073
C 2.00664 0.50983 0.44073
C -1.07869 -0.11977 2.15007
C -1.35768 0.23336 -1.57032
C 0.56854 0.01516 0.18606
C -0.31967 0.56940 1.28555
C 0.09533 0.53874 -1.19629
H 2.40118 0.13141 1.39205
H -1.54747 0.57843 -2.59181
H -2.06631 0.75155 -0.91604
H 0.23331 1.62737 -1.24606
H 0.74576 0.11127 -1.97211
H -1.11660 -1.20477 2.13835
H 0.06485 -1.80515 -0.60461
H 2.05354 1.60493 0.47942
H 1.54089 -1.79221 0.04527
H 2.68784 0.18334 -0.35464
H -1.87335 -1.36481 -0.60890
H -0.32868 1.65604 1.37392
H -1.67027 0.39244 2.90218
```

## Properties
Energy above the lowest of the compared OMol25 structures with the same formula, charge and spin ... 144.7 kJ/mol
HOMO ... -9.4 eV
Structure (SMILES) ... C=C[C@@](C)(N)CCO



No. 5
DFT (the ωB97M-V functional and the def2-TZVPD basis) results for a 2-piece molecular cluster, C4H10FO3P overall at a distorted geometry.

Geometry as XYZ:
```
19
C4H10FO3P the ωB97M-V functional and the def2-TZVPD basis
P -1.03234 -0.31472 -0.30358
F -0.83005 -0.39598 -1.89599
O 0.45042 -0.66699 0.13396
O -3.39663 -0.17660 -1.13552
O -1.53477 -1.82223 -0.23263
C 2.52104 0.61084 0.01542
C 1.23317 0.31325 0.81442
C 1.63348 -0.19208 2.23970
C -3.58276 0.31725 -2.22891
H 0.65145 1.24127 0.96984
H -4.27146 1.12758 -2.52985
H 2.01007 -1.18603 2.31929
H 2.29796 0.69395 2.51445
H 0.72097 -0.07298 2.87965
H -2.43269 -1.87617 -0.00468
H 3.31432 1.13457 0.56535
H -2.97950 0.21645 -3.11191
H 2.90047 -0.32032 -0.24536
H 2.32686 1.36894 -0.76366
```

## Properties
HOMO ... -9.4 eV
Structure (SMILES) ... CC(C)OP(O)F.C=O



No. 6
DFT (the ωB97M-V functional and the def2-TZVPD basis) results for C31H64F2NO26S5Tl as an isolated structure at a distorted geometry.

Geometry as XYZ:
```
130
C31H64F2NO26S5Tl the ωB97M-V functional and the def2-TZVPD basis
Tl 0.88275 0.03842 -0.18254
S -1.46360 1.14255 3.24058
S 0.86745 -4.22418 -1.03624
S 2.40956 -1.82532 -3.76429
S -1.03294 3.76736 -1.41060
S -4.88463 -3.95736 -0.80149
F 1.76429 1.65974 -2.44853
F -2.20298 -0.35944 0.08313
O 3.14059 -1.97575 0.69103
O 0.36708 -3.79441 2.95138
O 3.90781 -1.24620 -4.16177
O 2.41561 1.70149 4.23362
O 2.14947 -1.38805 -2.38928
O 0.24355 -1.66205 2.20187
O -0.43356 2.59260 -0.74621
O 0.08881 -5.20742 0.09951
O -1.45522 2.61148 4.03686
O -0.52261 1.20262 2.11159
O 0.51403 -2.89103 -0.60310
O -5.27396 -5.29970 -1.17163
O 2.24007 0.26843 2.45258
O 2.24978 2.61493 0.51258
O -5.27203 -3.55230 0.55086
O 2.42549 -3.21567 -4.08021
O -1.47461 0.12656 4.28701
O 3.80003 3.59526 1.78529
O -1.53844 4.78985 -0.24474
O -0.61850 -0.61473 -2.68247
O -2.07359 3.59984 -2.41869
O 0.50041 -4.72134 -2.35261
O 5.17154 -1.50764 1.23083
O -2.03599 -1.61347 -4.10828
O 4.03583 -0.10580 0.05552
O -5.45929 -2.84891 -1.94832
N 4.11931 -1.19332 0.64008
C -3.04733 -3.73656 -0.99593
C 1.32617 -0.87711 -5.05172
C -0.32065 -2.61448 2.77727
C 5.06329 0.43506 -5.24005
C 4.34896 0.91010 5.21334
C -1.93811 -4.27001 3.33827
C 4.29887 3.84803 -0.42661
C 2.61285 -4.70885 -0.63628
C -1.63792 5.04070 4.02125
C -6.70404 -1.12590 -0.71171
C -3.26422 -1.31311 -4.74883
C 0.36996 4.73924 -2.09272
C 5.11447 4.00589 1.71017
C -0.15574 -6.54051 -0.30700
C 4.24735 0.28176 3.86164
C 3.40346 2.10383 5.12436
C -1.70018 -0.63503 -3.24698
C -2.81400 6.72550 0.61281
C -2.41265 5.84950 -0.64178
C 4.07082 0.17455 -4.16708
C -0.50650 -4.72505 3.55158
C 5.32677 4.63042 0.35049
C -3.49316 0.14693 -4.44228
C 3.32363 3.31331 0.60797
C -3.20209 1.35029 2.70018
C 2.85058 0.71091 3.45049
C -0.88776 -7.24891 0.73854
C -1.75844 -2.79148 3.22810
C -1.20118 3.76984 3.24100
C -5.49841 -1.48938 -1.60578
C -2.76527 0.42798 -3.14119
H -4.14683 -1.80039 -4.33449
H -7.66173 -1.29120 -1.20528
H -0.90849 -6.61588 -1.09170
H -0.42789 -7.26038 1.72671
H 1.22730 0.19450 -4.87855
H 6.01009 0.29691 -4.71796
H -4.57637 -1.23684 -1.08218
H -2.40114 -2.36183 2.45970
H -3.52251 0.33531 2.46517
H -1.95190 7.15910 1.11964
H -0.96001 -8.26483 0.35021
H 4.00127 2.99458 4.93129
H 1.82524 -1.03776 -6.00735
H -3.33597 5.50051 -1.10413
H -6.62940 -0.10151 -0.34683
H -5.49922 -0.86491 -2.49916
H 6.38740 4.53997 0.11603
H 2.85140 -5.62917 -1.16940
H 5.31658 4.76568 2.46514
H 5.04368 1.47067 -5.57953
H 2.70263 -4.75605 0.44898
H -3.81096 1.71201 3.52875
H -2.17792 -4.69677 2.36437
H -2.94298 -3.49920 -2.05463
H -1.94533 -2.29030 4.17784
H -3.34629 7.62575 0.30571
H 5.03075 5.67841 0.30351
H -3.32679 6.14002 1.37593
H -3.12150 0.65578 -5.33169
H 0.72055 -7.09118 -0.64903
H -0.13186 3.83818 3.04099
H 3.75380 4.52631 -1.08307
H -1.99143 6.45706 -1.44275
H 3.18785 0.75896 -4.42580
H -0.19603 -4.71448 4.59638
H -2.70412 5.14108 4.22431
H -6.76836 -1.84736 0.10283
H 4.45772 -0.78765 3.87593
H -1.39556 5.96340 3.49401
H -4.52977 0.46941 -4.34450
H -3.41240 0.31492 -2.27141
H 4.00802 0.28643 6.03971
H -2.67233 -4.71261 -0.68805
H 5.82278 3.19232 1.86664
H -1.92596 -6.94525 0.87276
H 4.94623 -0.32037 -6.01704
H 2.87343 2.44744 6.01267
H -2.75594 -2.87963 -0.38858
H -0.07536 5.68901 -2.38892
H -1.60856 3.76606 2.23000
H -2.41030 1.45399 -3.23807
H -1.14786 5.00640 4.99427
H 3.31857 -3.95942 -0.99466
H -3.17452 1.98428 1.81396
H 0.34852 -1.35580 -5.10806
H 4.88839 0.74727 3.11299
H -2.70941 -4.47028 4.08198
H 4.31815 0.47151 -3.14789
H 0.81952 4.34285 -3.00313
H 5.37065 1.19809 5.46095
H -3.14357 -1.45043 -5.82339
H -0.27990 -5.66759 3.05321
H 4.78018 3.03851 -0.97537
H 1.11472 4.85191 -1.30484
```

## Properties
HOMO ... -8.7 eV